Formula: INa
Source: the Open Molecules 2025 dataset
Level of theory: ωB97M-V/def2-TZVPD

Last column: Mulliken charge in e.
CARTESIAN COORDINATES (ANGSTROEM)
Na -0.453 0.905 -1.066  -0.482
I 0.453 -0.905 1.066  -0.518

Properties
⟨S²⟩	0.750
multiplicity	2
charge	-1
LUMO level (alpha / beta)	0.086 / 0.103	Ha
energy relative to the best compared isomer or geometry (same formula, charge and spin)	0.0	kcal/mol
HOMO level (alpha / beta)	-0.02279 / -0.16854	Ha